(1)
Formula: C34H102N9O11P3S8
Source: the OMol25 dataset
Level of theory: wB97M-V/def2-TZVPD

```
167
Properties=species:S:1:pos:R:3:forces:R:3
C 14.8164 8.6519 14.2716 -0.227 -0.337 -0.513
S 16.3076 9.4871 14.8453 -0.290 0.113 0.260
O 17.2065 9.5982 13.6620 0.189 0.097 -0.298
C 15.5475 11.1175 15.1036 -0.440 -0.870 -0.965
H 13.9693 8.7906 14.9753 0.550 0.028 -0.360
H 15.0856 7.5894 14.1919 -0.152 0.248 0.088
H 14.5815 9.0104 13.2371 0.175 -0.033 0.889
H 14.6583 11.1087 14.4593 0.332 0.487 -0.052
H 16.2738 11.8817 14.8116 -0.203 -0.046 0.314
H 15.1725 11.1041 16.1110 0.111 0.410 0.581
C 18.8176 11.6585 11.8559 -0.601 1.947 -0.564
S 17.1317 12.3195 11.7717 0.034 1.035 0.957
O 17.0736 13.3201 12.9302 0.036 -0.829 -1.122
C 17.1703 13.1995 10.2141 -0.358 -0.335 -0.492
H 19.1600 11.3455 10.8804 -0.045 -0.736 -0.011
H 18.6128 10.9713 12.6286 0.647 -1.475 0.648
H 19.4660 12.4716 12.1944 -0.216 -0.093 0.066
H 17.3377 12.4133 9.4887 0.375 -0.279 -0.275
H 17.8934 13.9926 10.0774 0.222 0.157 0.334
H 16.1687 13.5356 9.9544 -0.090 0.311 0.403
C 18.2531 15.9752 21.9600 -0.005 0.470 -1.448
S 17.0236 14.7761 21.3436 -0.120 1.021 0.839
O 16.7457 13.9251 22.5557 -0.361 0.460 -0.654
C 15.8348 16.2155 21.2294 -0.778 -0.639 1.508
H 18.7426 16.4900 21.0853 -0.892 -0.149 0.917
H 19.0059 15.3984 22.4085 1.021 -0.897 0.819
H 17.7558 16.5952 22.7188 0.376 0.001 -0.428
H 16.3617 16.9829 20.6839 -0.030 0.119 -0.458
H 15.6963 16.5823 22.2978 0.037 -0.569 -1.260
H 14.8461 15.9520 20.7996 0.749 0.084 0.140
C 12.3972 16.7306 18.8854 1.630 -1.637 -1.640
S 11.2865 16.2717 17.4892 -0.545 0.503 1.718
O 12.0080 15.1278 16.9135 0.565 -0.847 -1.131
C 9.9538 15.4707 18.4732 0.782 -0.538 0.230
H 12.8269 15.7114 19.1569 -0.794 1.141 0.097
H 11.9269 17.2394 19.6900 -0.323 0.510 0.621
H 13.2687 17.2730 18.4154 -1.114 -0.142 0.572
H 9.3312 14.9426 17.7737 -0.564 0.316 -0.716
H 9.3577 16.1690 19.0818 0.420 -0.375 -0.106
H 10.4127 14.5936 18.9897 0.020 1.082 0.324
C 16.9103 21.5964 18.0808 2.630 -0.324 -1.086
S 16.4587 19.8430 17.8262 1.281 0.491 0.373
O 16.1263 19.8240 16.3845 -0.293 -0.521 -0.585
C 18.1433 19.0893 18.0026 0.145 -0.543 0.057
H 17.6585 21.9686 17.2895 -1.228 -0.973 0.770
H 17.4292 21.7831 19.0043 -0.057 -0.185 0.731
H 16.0455 22.1867 18.0153 -1.328 0.605 -0.063
H 18.1285 17.9887 17.8676 -0.646 0.751 -0.031
H 18.5127 19.1083 19.0518 -0.131 0.839 -0.639
H 18.8111 19.4908 17.2077 -0.271 0.138 0.902
C 11.1526 10.8332 14.4887 0.518 -0.157 -1.624
S 11.3039 10.5553 16.2266 0.056 -1.879 -0.118
O 12.5980 9.7673 16.3899 -0.876 0.948 -0.003
C 11.6246 12.2138 16.6111 -0.016 1.023 1.059
H 10.8969 9.9292 13.9022 -0.096 0.446 0.608
H 12.1277 11.1760 14.1254 0.188 -0.249 0.219
H 10.5158 11.6740 14.2386 -0.639 -0.102 0.231
H 12.1160 12.1699 17.5821 -0.233 0.451 0.158
H 10.7958 12.9343 16.5752 -0.211 -0.757 0.441
H 12.2792 12.6382 15.9064 1.366 0.349 -0.898
C 23.6859 18.5229 16.9033 -0.022 -0.660 -0.030
S 22.6377 19.5807 17.9321 -0.065 1.165 -0.398
O 21.5042 20.0936 17.0668 0.687 -1.036 0.845
C 22.1021 18.3522 19.1766 0.326 0.213 -1.433
H 24.3050 19.1163 16.2221 -0.004 0.201 0.568
H 23.0905 17.9051 16.2405 -0.499 -0.150 0.148
H 24.2844 17.8482 17.5415 -0.068 0.512 -0.281
H 21.5208 18.8583 19.9023 -0.044 0.885 1.020
H 23.0408 17.9243 19.5592 -0.685 -0.161 0.013
H 21.3633 17.7092 18.7293 0.241 -0.932 -0.334
C 14.7395 12.0036 18.8515 -0.940 -1.030 0.460
S 14.3281 12.9734 20.3295 1.048 -0.528 -1.051
O 12.8897 13.2745 20.1471 -0.701 0.381 0.069
C 14.3415 11.6310 21.4793 -0.660 -1.747 0.503
H 15.6588 11.4678 18.8931 1.219 0.175 0.216
H 14.6659 12.6474 18.0154 0.252 0.857 -0.866
H 14.0254 11.1810 18.6627 -0.300 0.518 0.495
H 13.7553 10.8139 20.9659 -0.022 0.982 0.904
H 13.8803 12.0772 22.3698 -0.312 -0.447 -0.264
H 15.2297 11.1025 21.8545 0.406 0.911 -0.611
O 18.1916 15.9407 18.7916 -0.047 0.405 0.688
P 18.2158 15.3136 17.4594 -0.420 -1.363 -0.135
N 18.9817 13.8383 17.5656 -0.266 0.473 -0.917
C 19.0014 12.9309 16.4389 0.223 0.552 -1.014
C 19.6559 13.2535 18.6751 -0.080 0.252 0.633
N 18.9903 16.1315 16.2700 1.494 -1.086 -0.012
C 20.4430 16.0898 16.1812 0.396 0.053 1.568
C 18.2936 17.0966 15.5171 0.538 1.787 -1.810
N 16.6913 15.1300 16.8283 -0.338 0.296 0.469
C 15.5577 15.7085 17.6073 0.010 -0.853 -2.119
C 16.3754 14.8825 15.4124 0.872 0.515 -0.106
H 20.0215 12.5506 16.2301 -0.303 -0.203 0.592
H 18.8241 13.5027 15.5073 -0.584 -0.528 0.395
H 18.2903 12.0987 16.6137 0.365 0.292 -0.491
H 19.2801 12.2637 18.8232 -0.343 -0.975 0.091
H 19.4627 13.7486 19.6255 0.373 0.443 -0.213
H 20.6990 13.1364 18.3981 0.526 0.166 0.519
H 20.7781 15.0808 15.9755 0.237 -0.207 -0.276
H 20.8030 16.7842 15.4397 -0.029 0.084 -0.429
H 20.9615 16.3929 17.1458 -0.694 -0.291 -0.865
H 17.5549 17.5316 16.1206 -1.204 0.820 0.471
H 18.9892 17.9308 15.2260 -0.658 -0.705 0.231
H 17.7726 16.7537 14.6156 0.510 -0.201 -0.026
H 14.6912 15.7603 16.9249 0.300 -0.041 0.340
H 15.2761 15.1386 18.4533 -0.161 -0.915 0.877
H 15.7791 16.6762 17.9496 0.363 1.497 0.406
H 15.6102 14.1413 15.3412 -0.580 -0.589 -0.068
H 17.2316 14.5328 14.7930 -0.581 0.291 0.753
H 16.0039 15.8076 14.9571 -0.132 -0.176 -0.072
O 13.1162 17.0693 9.9620 -0.506 -0.459 0.300
P 13.1383 17.0109 11.4467 0.664 0.555 -0.684
N 13.8696 18.4504 11.8954 -0.396 1.167 0.978
C 13.9025 19.5433 10.9306 0.718 2.036 -0.272
C 13.9691 19.0125 13.2930 -2.734 -1.263 -0.625
N 14.2017 15.9157 12.1404 -0.534 0.496 -0.350
C 15.5373 16.1560 11.5674 -0.092 -2.145 -1.433
C 13.7342 14.5528 11.8906 1.607 -0.926 -0.766
N 11.6458 16.5130 12.0376 0.451 1.052 0.560
C 11.3758 16.3335 13.4683 -0.013 -0.543 0.496
C 10.4889 16.9090 11.2530 -1.269 -0.213 1.888
H 12.9816 20.2054 10.8482 0.717 -0.675 0.800
H 14.0482 19.3032 9.8597 0.350 -0.625 0.912
H 14.7832 20.1959 11.3087 -1.437 -0.705 -0.981
H 14.7608 19.7235 13.4412 0.688 -0.161 -0.110
H 13.9354 18.1784 14.0060 0.676 0.234 -0.095
H 13.0123 19.5553 13.5179 0.674 -0.095 -0.203
H 16.0052 17.0149 11.9901 0.279 0.576 0.075
H 16.0996 15.2362 11.7757 0.239 0.494 0.416
H 15.5060 16.1519 10.4235 -0.037 0.599 1.278
H 14.5955 13.8795 12.1735 -1.047 0.440 -0.055
H 12.8724 14.3618 12.5209 -0.098 -0.312 -0.275
H 13.5503 14.3776 10.7754 -0.165 0.116 1.333
H 10.6997 15.4755 13.6211 0.576 -0.279 -0.192
H 12.2989 16.2177 14.0730 -0.471 -0.225 -0.575
H 10.7871 17.0987 13.9844 0.207 0.779 -0.559
H 9.9059 17.6928 11.7703 0.396 0.131 -0.256
H 9.7767 16.0975 11.1763 -0.092 -0.621 0.042
H 10.7171 17.1842 10.2732 0.722 0.590 -1.394
O 24.8062 14.8402 10.8314 -0.351 -0.609 -0.505
P 23.7685 15.3801 11.7241 0.237 1.309 -0.231
N 24.5188 15.6434 13.1822 0.512 0.096 -0.038
C 23.8879 16.1473 14.3595 -1.339 -1.670 -0.758
C 25.8395 15.0831 13.4615 -0.683 -0.419 0.719
N 22.3372 14.4949 11.7838 0.605 0.228 0.911
C 21.4297 14.6698 12.9130 0.604 0.042 -0.083
C 22.2516 13.1898 11.1894 0.284 -0.003 -0.118
N 23.1706 16.9030 11.3489 0.428 0.575 0.567
C 21.9050 17.0939 10.6641 0.465 0.448 -1.151
C 23.9773 18.1630 11.5052 1.291 -2.396 -1.251
H 23.5282 15.3022 14.9703 -0.030 0.460 0.283
H 23.0962 16.8188 14.1343 -1.151 0.285 -0.465
H 24.5289 16.7531 14.8847 1.982 1.100 1.513
H 26.4944 15.8068 13.9455 -0.130 0.364 0.042
H 26.2891 14.8117 12.5281 0.232 -0.569 -0.271
H 25.7261 14.2443 14.1933 0.327 0.222 -0.709
H 20.4680 14.2446 12.6847 -0.580 0.056 -0.418
H 21.7660 14.0752 13.7869 0.039 0.674 -0.032
H 21.3079 15.7462 13.0804 -0.022 -0.359 0.493
H 23.0705 13.1018 10.5042 0.295 -0.209 -0.632
H 22.3428 12.3550 11.8924 -0.167 0.097 0.226
H 21.3009 13.1481 10.6705 -0.207 -0.406 -0.250
H 22.1364 17.6111 9.6836 -0.547 -0.274 0.949
H 21.4728 16.1046 10.3798 -0.006 1.030 0.619
H 21.2808 17.7545 11.3061 -0.196 -0.575 -0.691
H 24.0052 18.7766 10.6156 -0.505 -0.139 -0.675
H 25.0503 17.9018 11.6223 -0.699 0.005 0.374
H 23.6627 18.8057 12.2685 -0.684 0.657 1.544
```
Positions in Å, forces in eV/Å.

The HOMO energy comes out at -8.5 eV. The relative energy (zero: lowest compared OMol25 entry of this formula, charge and spin) comes out at 3.292 eV. The gap between HOMO and LUMO comes out at 8.72 eV.

***

(2)
Formula: C34H20Br2F4N2OPPt
Source: the OMol25 dataset
Level of theory: wB97M-V/def2-TZVPD

```
65
Properties=species:S:1:pos:R:3:forces:R:3
Pt -1.3478 0.8106 0.2801 -0.183 -0.233 -0.335
Br -5.2253 -5.3633 -1.0941 -0.025 -0.034 -0.043
C -4.2262 -3.9054 -0.4398 0.020 0.026 0.027
C -3.7451 -3.9347 0.8772 0.035 -0.059 0.083
C -3.0145 -2.8918 1.3805 -0.106 -0.052 -0.154
C -2.7254 -1.7545 0.5981 -0.034 0.357 0.183
O -2.0848 -0.7851 1.2163 0.280 -0.284 -0.384
C -3.2087 -1.7305 -0.7403 -0.027 0.095 -0.052
C -2.9624 -0.6882 -1.6880 0.214 -0.099 0.091
N -2.2173 0.3473 -1.4887 -0.568 0.190 -0.230
C -1.8386 1.2376 -2.5278 0.087 0.031 0.318
C -1.9341 1.0081 -3.8725 -0.046 0.122 -0.065
C -1.5014 1.9944 -4.7873 -0.033 -0.074 0.001
C -0.9713 3.1762 -4.3593 0.033 0.020 0.026
C -0.8165 3.4214 -2.9731 -0.048 0.014 -0.024
C -0.2679 4.6095 -2.4391 0.010 0.027 -0.053
C -0.1588 4.7550 -1.0871 -0.066 0.011 0.048
C -0.5442 3.6972 -0.2473 -0.193 0.048 0.029
N -1.0478 2.5704 -0.7075 0.732 -0.096 -0.489
C -1.2249 2.4325 -2.0682 -0.231 -0.126 0.157
C -3.9656 -2.8248 -1.2280 0.023 0.009 0.033
H -3.9528 -4.7958 1.4990 -0.015 0.009 -0.005
H -2.6507 -2.9090 2.3974 -0.004 0.028 0.014
H -3.4036 -0.8085 -2.6751 0.005 -0.096 0.005
H -2.3304 0.0773 -4.2538 -0.010 0.006 -0.003
H -1.5971 1.7965 -5.8461 0.003 0.006 0.003
H -0.6502 3.9289 -5.0671 -0.007 0.003 0.006
H 0.0559 5.3951 -3.1106 -0.010 -0.005 0.001
H 0.2410 5.6550 -0.6430 -0.005 -0.002 0.000
H -0.4295 3.7730 0.8252 0.080 -0.052 0.006
H -4.3300 -2.7938 -2.2472 -0.008 -0.013 0.007
F 2.2436 1.5970 6.5024 -0.004 0.007 0.003
C 1.9261 1.2392 5.2717 -0.010 0.009 0.019
C 2.7559 0.3971 4.5571 -0.013 0.013 0.006
F 3.8716 -0.0555 5.1055 0.013 -0.013 -0.015
C 2.4032 0.0343 3.2684 0.090 -0.017 0.005
F 3.2329 -0.7924 2.6327 -0.032 -0.002 -0.026
C 1.2463 0.4860 2.6495 0.011 -0.025 0.019
P 0.8389 0.0373 0.9221 0.137 0.232 0.382
C 0.7951 -1.7689 0.9203 -0.014 -0.019 0.049
C 0.9990 -2.4637 -0.2703 -0.085 -0.006 -0.048
C 0.8303 -3.8399 -0.3103 0.016 0.017 -0.003
C 0.4551 -4.5291 0.8340 0.000 -0.010 0.013
C 0.2379 -3.8384 2.0177 0.019 0.001 -0.023
C 0.3967 -2.4618 2.0601 0.084 -0.059 0.032
C 2.2935 0.5292 -0.0472 0.059 -0.118 -0.049
C 2.2841 1.7755 -0.6688 0.059 0.045 0.035
C 3.3722 2.2024 -1.4154 -0.011 -0.026 0.004
C 4.4739 1.3740 -1.5641 0.018 0.003 -0.008
C 4.4885 0.1238 -0.9597 -0.019 0.028 -0.001
C 3.4071 -0.2977 -0.2030 -0.002 -0.035 -0.027
C 0.4185 1.3184 3.4058 -0.169 0.068 0.060
Br -1.2679 1.9632 2.8144 -0.142 0.155 0.354
C 0.7513 1.6951 4.6938 0.109 -0.039 0.053
F -0.0341 2.4858 5.4163 -0.026 0.003 -0.035
H 1.2901 -1.9361 -1.1714 0.004 0.016 0.016
H 0.9988 -4.3740 -1.2361 -0.003 0.000 0.004
H 0.3322 -5.6037 0.8026 -0.005 0.006 0.000
H -0.0587 -4.3717 2.9116 0.006 0.000 -0.003
H 0.2098 -1.9337 2.9873 0.001 0.017 -0.012
H 1.4306 2.4273 -0.5609 0.012 -0.035 -0.003
H 3.3551 3.1777 -1.8843 0.002 -0.002 0.000
H 5.3218 1.7001 -2.1520 -0.002 -0.001 0.005
H 5.3473 -0.5240 -1.0743 -0.006 -0.004 0.001
H 3.4294 -1.2735 0.2617 0.001 0.012 -0.009
```
Positions in Å, forces in eV/Å.

The HOMO energy comes out at -10.1 eV. The relative energy (zero: lowest compared OMol25 entry of this formula, charge and spin) comes out at 1.452 eV. Its charge is +1. The gap between HOMO and LUMO comes out at 6.27 eV.

***

(3)
Formula: C34H21F5IrN10O4P
Source: the OMol25 dataset
Level of theory: wB97M-V/def2-TZVPD

```
76
Properties=species:S:1:pos:R:3:forces:R:3
Ir -0.3419 0.1899 -0.0657 -4.475 1.837 0.193
O 0.5057 -3.5668 1.4015 -0.111 0.006 0.087
C 1.1335 -2.7745 0.7284 0.578 -0.623 0.534
O 0.7020 -1.8918 -0.0921 -1.177 0.959 -0.866
C 2.6556 -2.7877 0.7224 -0.320 0.079 -0.099
C 3.3747 -3.9401 0.9996 0.033 0.076 0.076
C 4.7375 -3.9708 0.7594 -0.088 -0.046 0.002
C 5.3579 -2.8662 0.1992 0.190 0.033 -0.023
C 4.6433 -1.7071 -0.0498 0.036 0.038 0.002
C 3.2906 -1.6386 0.2633 -0.194 -0.046 -0.135
P 2.2832 -0.0974 0.0320 1.669 0.420 -0.135
C 2.7736 0.2502 -1.6669 -0.793 -1.185 0.645
C 3.6906 1.2061 -2.0195 0.577 1.100 -0.904
C 4.1544 1.3092 -3.3309 -0.422 -0.143 1.136
C 3.7854 0.3329 -4.2756 -0.068 -0.422 -0.457
C 2.8619 -0.6130 -3.9851 -0.250 0.356 0.406
C 2.0825 -0.5474 -2.7198 1.931 -0.787 0.375
C 3.1899 1.1381 1.0777 -0.165 -0.189 -0.246
C 4.5726 1.2843 1.1636 0.023 0.058 0.046
C 5.1294 2.1962 2.0421 0.227 -0.022 -0.025
C 4.3249 2.9695 2.8603 -0.169 0.019 0.003
C 2.9492 2.8444 2.7709 0.155 0.093 0.182
C 2.3928 1.9390 1.8877 -0.199 -0.098 -0.137
H 2.8491 -4.8056 1.3738 -0.108 -0.047 0.026
H 5.3065 -4.8669 0.9606 0.039 -0.076 0.009
H 6.4065 -2.9098 -0.0604 0.074 0.002 -0.019
H 5.1338 -0.8823 -0.5441 0.061 0.046 0.024
H 4.0850 1.8737 -1.2661 -0.033 0.073 0.002
H 4.8630 2.0773 -3.5943 0.135 0.086 0.011
H 4.2808 0.3254 -5.2351 0.023 -0.029 -0.130
H 2.5780 -1.3683 -4.6967 -0.043 -0.048 -0.176
H 1.8125 -1.5449 -2.3494 -0.087 0.138 -0.046
H 5.2346 0.7037 0.5460 0.068 -0.073 -0.032
H 6.2044 2.3029 2.0848 0.086 -0.015 0.017
H 4.7684 3.6666 3.5564 0.027 0.075 0.041
H 2.3061 3.4484 3.3926 -0.090 0.066 0.033
H 1.3201 1.8582 1.8105 0.049 0.072 0.064
F 0.5625 -0.8745 5.1272 -0.073 0.063 -0.070
C -0.0665 -0.0983 4.2213 -0.104 0.200 -0.189
C 0.0751 -0.3667 2.8753 0.092 -0.096 0.127
C -0.5366 0.4491 1.9306 0.091 0.221 0.343
C -1.3738 1.5083 2.3697 0.247 -0.152 0.173
C -1.4681 1.7438 3.7409 0.153 -0.238 -0.057
F -2.2102 2.7675 4.2274 -0.007 -0.015 -0.103
C -0.8146 0.9702 4.6803 -0.022 -0.017 0.022
C -2.0837 2.2497 1.3272 -0.122 0.145 0.367
C -3.0500 3.2379 1.5237 0.003 -0.070 -0.095
C -3.6833 3.7971 0.4268 0.181 -0.128 -0.139
C -3.3414 3.3784 -0.8462 0.198 -0.025 0.227
C -2.3753 2.3932 -0.9693 -0.188 0.381 -0.612
N -1.7732 1.8659 0.0793 1.527 -1.571 0.022
H 0.6659 -1.2200 2.5780 0.048 -0.035 0.044
H -0.8987 1.1882 5.7328 -0.037 0.021 0.070
H -3.3196 3.5570 2.5157 0.089 -0.089 0.047
H -4.4425 4.5538 0.5667 -0.025 0.033 0.037
H -3.8181 3.7845 -1.7230 0.017 -0.032 -0.098
H -2.0816 2.0303 -1.9418 0.056 -0.101 0.018
N 0.7924 1.5406 -3.2626 -0.002 -0.552 -0.688
C 0.6821 0.1242 -3.0858 -1.954 0.867 -0.265
N 0.1497 -0.4686 -4.2989 0.769 0.374 0.078
N -0.9687 -1.0041 -3.9920 0.077 -0.297 -1.135
N -1.2642 -0.8536 -2.7271 -0.915 -0.292 1.596
N -0.3505 -0.1964 -2.0976 0.886 0.122 -1.208
C 0.8810 2.4204 -2.2388 -0.009 0.632 1.073
N 1.1281 3.7205 -2.3815 0.023 -0.814 -0.958
N 1.1206 4.2008 -1.1477 0.007 0.943 0.502
N 0.8810 3.2860 -0.2887 -0.103 0.108 0.880
N 0.7357 2.1251 -0.9246 0.110 -1.321 -0.560
H 0.9619 1.8809 -4.1961 -0.021 -0.023 0.095
F -5.7299 -0.7655 0.7758 0.070 0.167 -0.016
C -4.7733 -1.4988 0.1609 0.146 0.188 0.117
F -5.3730 -2.0913 -0.8854 0.145 0.048 -0.182
F -4.4447 -2.4705 1.0198 0.249 0.026 -0.047
C -3.5692 -0.5495 -0.2991 -1.716 -0.251 -0.199
O -3.9160 0.3485 -1.0409 -0.087 0.168 -0.422
O -2.4845 -0.8603 0.2122 3.015 -0.373 0.721
```
Positions in Å, forces in eV/Å.

The HOMO energy (spin up / spin down) comes out at -4.9 / -4.9 eV. The spin multiplicity is 2. Its charge is -1. The expectation value of S² is 0.885. The gap between HOMO and LUMO (spin up / spin down) comes out at 5.07 / 4.63 eV.

***

Number 1: maximum force 0.0598 hartree/bohr. Number 2: maximum force 0.0172 hartree/bohr. Number 3: maximum force 0.0942 hartree/bohr.